1.
DFT (the ωB97M-V functional and the def2-TZVPD basis) results for a structure of composition C20H31ClN5O4 at a distorted geometry.

XYZ file:
```
61
Properties=species:S:1:pos:R:3:nbo_charge:R:1
Cl -0.089 0.389 -0.288 2.703
O -0.181 1.827 -0.390 -0.850
O 1.114 0.045 0.314 -0.865
O -1.128 0.050 0.485 -0.889
O -0.199 -0.199 -1.574 -0.892
C -0.709 0.056 4.924 -0.625
C -1.180 1.137 3.949 -0.380
C -0.452 1.092 2.539 -0.542
C -0.896 2.273 1.744 0.297
N -1.211 3.185 1.108 -0.338
H -0.950 0.378 5.937 0.193
H 0.368 -0.088 5.011 0.197
H -1.118 -0.922 4.668 0.229
H -0.855 2.068 4.413 0.189
H -2.258 1.299 3.940 0.214
H -0.633 0.184 1.963 0.274
H 0.636 1.141 2.588 0.239
C 5.133 -0.265 0.258 -0.624
C 3.764 -0.033 -0.464 -0.413
C 2.938 -1.255 -0.882 -0.534
C 2.665 -2.182 0.313 0.334
N 2.368 -2.964 1.144 -0.415
H 5.068 -1.326 0.499 0.202
H 5.115 0.296 1.192 0.210
H 6.067 -0.163 -0.295 0.201
H 3.921 0.691 -1.263 0.224
H 3.045 0.484 0.173 0.235
H 3.359 -1.775 -1.743 0.244
H 2.006 -0.816 -1.238 0.298
C -3.010 1.565 -4.499 -0.615
C -2.204 0.719 -3.551 -0.390
C -2.814 0.435 -2.135 -0.512
C -2.787 1.678 -1.290 0.265
N -2.740 2.668 -0.682 -0.309
H -2.553 1.518 -5.488 0.212
H -3.167 2.548 -4.053 0.220
H -4.022 1.244 -4.746 0.194
H -1.207 1.159 -3.527 0.223
H -1.985 -0.262 -3.973 0.196
H -2.201 -0.270 -1.572 0.268
H -3.820 0.017 -2.159 0.230
N -1.513 -2.314 2.721 -0.514
C -2.332 -1.279 2.432 -0.077
C -3.250 -1.003 3.523 -0.328
C -2.979 -1.962 4.510 -0.309
C -2.006 -2.761 3.927 -0.101
H -0.825 -2.745 2.121 0.440
H -2.149 -0.690 1.546 0.254
H -3.952 -0.191 3.632 0.219
H -3.419 -2.137 5.481 0.220
H -1.581 -3.638 4.393 0.193
N 1.068 0.003 -3.058 -0.490
C 1.578 -0.886 -3.916 -0.088
C 2.831 -0.392 -4.371 -0.346
C 3.096 0.702 -3.604 -0.307
C 1.957 1.070 -2.877 -0.137
H 0.132 -0.017 -2.677 0.433
H 0.946 -1.664 -4.318 0.193
H 3.409 -0.847 -5.162 0.207
H 4.007 1.273 -3.508 0.204
H 1.785 1.848 -2.147 0.234
```

As for the HOMO-LUMO gap: 8.20 eV. As for the charge: -1. The multiplicity is 1. The calculation puts the highest occupied orbital energy at -0.1930 Ha. The molar mass is 440.95 g/mol. The calculation puts the LUMO energy at 2.94 eV.

2.
DFT (the ωB97M-V functional and the def2-TZVPD basis) results for a cluster of 2 separate species, CIN4S in total at a distorted geometry.

XYZ file:
```
7
Properties=species:S:1:pos:R:3:nbo_charge:R:1
C -0.018 0.457 1.098 0.111
N -1.085 -0.363 -0.795 -0.190
N 1.143 0.045 -1.101 0.038
N 0.047 -0.261 -1.294 0.165
N -1.014 0.057 0.526 -0.324
S 0.979 0.976 2.186 0.200
I 4.552 -3.963 3.888 -1.000
```

As for the HOMO-LUMO gap: 3.08 eV. As for the charge: -1. The multiplicity is 1. The calculation puts the highest occupied orbital energy at -0.1182 Ha. The molar mass is 227.01 g/mol. Its energy above the lowest of the compared OMol25 structures with the same formula, charge and spin is 2.0410 eV. The calculation puts the LUMO energy at -0.13 eV.

3.
DFT (the ωB97M-V functional and the def2-TZVPD basis) results for a cluster of 2 separate species, C4H8FNO2 in total at a distorted geometry.

XYZ file:
```
16
Properties=species:S:1:pos:R:3:nbo_charge:R:1
C 0.794 1.872 -0.207 0.510
C -0.603 -2.142 -0.833 -0.692
C 0.302 2.467 0.874 0.027
C -1.058 -1.605 0.429 0.187
N -0.370 -0.737 1.040 -0.663
O 0.863 2.417 -1.401 -0.669
O 1.417 0.604 -0.277 -0.785
F 0.327 1.803 2.009 -0.337
H -0.090 -1.431 -1.494 0.234
H 0.236 -2.710 -0.457 0.247
H -1.156 -2.769 -1.385 0.223
H -0.138 3.434 0.870 0.173
H -1.901 -2.199 0.761 0.159
H 0.860 -0.193 0.048 0.507
H 1.028 1.669 -1.970 0.494
H -0.512 -0.480 1.994 0.386
```

As for the HOMO-LUMO gap: 8.76 eV. As for the charge: 0. The multiplicity is 1. The calculation puts the highest occupied orbital energy at -0.2953 Ha. The molar mass is 121.11 g/mol. Its energy above the lowest of the compared OMol25 structures with the same formula, charge and spin is 2.5380 eV. Its SMILES is [H]/N=C/C.OC(O)=CF. The calculation puts the LUMO energy at 0.73 eV.

4.
DFT (the ωB97M-V functional and the def2-TZVPD basis) results for a structure of composition C8H16ORuS4.

XYZ file:
```
30
Properties=species:S:1:pos:R:3:nbo_charge:R:1
Ru 0.617 -0.239 -1.410 0.271
C 2.875 -0.612 0.881 -0.539
C 2.319 0.801 0.979 -0.530
S 1.855 1.495 -0.664 0.515
C 0.470 2.591 -0.138 -0.530
C -0.589 2.754 -1.217 -0.539
S -1.066 1.239 -2.138 0.427
C -2.649 0.532 -1.468 -0.541
C -2.723 -0.537 -0.341 -0.564
S -1.097 -1.310 -0.293 1.234
C -0.632 -2.566 0.912 -0.564
C 0.865 -2.880 0.634 -0.542
S 2.025 -1.752 -0.281 0.428
H 2.913 -1.075 1.868 0.271
H 3.895 -0.604 0.495 0.269
H 3.082 1.457 1.399 0.273
H 1.434 0.841 1.605 0.246
H 0.902 3.567 0.089 0.272
H 0.055 2.169 0.772 0.246
H -0.234 3.408 -2.015 0.269
H -1.485 3.217 -0.804 0.271
H -3.071 0.100 -2.375 0.270
H -3.280 1.379 -1.199 0.279
H -3.501 -1.268 -0.561 0.284
H -2.862 -0.116 0.654 0.273
H -1.235 -3.466 0.798 0.284
H -0.813 -2.100 1.880 0.273
H 0.914 -3.766 0.002 0.270
H 1.354 -3.135 1.574 0.280
O -0.339 -0.125 0.363 -0.853
```

As for the HOMO-LUMO gap: 8.47 eV. As for the charge: +2. The multiplicity is 1. The calculation puts the highest occupied orbital energy at -0.5891 Ha. The molar mass is 357.55 g/mol. Its energy above the lowest of the compared OMol25 structures with the same formula, charge and spin is 0.0592 eV. The calculation puts the LUMO energy at -7.56 eV.

5.
DFT (the ωB97M-V functional and the def2-TZVPD basis) results for a cluster of 2 separate species, C10H16 in total at a distorted geometry.

XYZ file:
```
26
Properties=species:S:1:pos:R:3:nbo_charge:R:1
C 2.299 -0.784 -0.910 -0.615
C 1.906 -2.254 -0.639 -0.622
H 2.301 -0.307 -1.841 0.210
H 1.681 -0.212 -0.101 0.202
H 3.318 -0.603 -0.702 0.198
H 1.253 -2.556 -1.386 0.210
H 2.634 -2.979 -1.014 0.206
H 1.497 -2.381 0.306 0.213
C 0.464 1.763 0.581 -0.406
C -0.266 3.159 0.840 -0.596
C -0.772 0.731 0.326 0.031
C -0.992 -0.166 1.360 -0.254
C -1.518 0.650 -0.777 -0.246
C -1.499 -1.359 1.041 -0.189
C -2.157 -0.659 -1.105 -0.197
C -2.017 -1.711 -0.272 -0.256
H 1.127 1.804 -0.192 0.210
H 1.022 1.346 1.357 0.206
H 0.132 3.814 1.562 0.208
H -0.870 0.110 2.419 0.220
H -1.634 1.453 -1.621 0.224
H -1.545 -2.028 1.802 0.198
H -2.728 -0.610 -2.047 0.215
H -1.914 -2.827 -0.408 0.232
H -1.219 2.945 1.389 0.200
H -0.503 3.662 0.033 0.198
```

As for the HOMO-LUMO gap: 9.86 eV. As for the charge: 0. The multiplicity is 1. The calculation puts the highest occupied orbital energy at -0.3260 Ha. The molar mass is 136.24 g/mol. Its energy above the lowest of the compared OMol25 structures with the same formula, charge and spin is 3.6862 eV. Its SMILES is CCc1ccccc1.CC. The calculation puts the LUMO energy at 0.99 eV.

6.
DFT (the ωB97M-V functional and the def2-TZVPD basis) results for a structure of composition C6H10O.

XYZ file:
```
17
Properties=species:S:1:pos:R:3:nbo_charge:R:1
C 1.959 0.200 0.492 -0.665
C 0.754 -0.005 -0.376 -0.070
C -0.583 -0.329 0.135 0.142
C -1.557 -0.863 -0.770 -0.575
O -0.530 -0.863 1.413 -0.677
C -0.575 1.244 0.175 -0.047
C -0.814 2.414 0.390 -0.193
H 2.790 -0.380 0.078 0.241
H 1.766 -0.144 1.509 0.244
H 2.266 1.252 0.519 0.225
H 0.607 -1.852 -1.184 -0.058
H 0.799 0.300 -1.417 0.236
H -2.488 -1.222 -0.331 0.205
H -1.678 -0.355 -1.724 0.211
H -0.226 -1.929 -1.215 0.058
H -1.437 -0.908 1.741 0.482
H -1.054 3.439 0.565 0.241
```

As for the HOMO-LUMO gap (alpha / beta): 7.32 / 7.22 eV. As for the charge: 0. The multiplicity is 1. The calculation puts the highest occupied orbital energy (alpha / beta) at -0.2662 / -0.2633 Ha. The molar mass is 98.14 g/mol. Its energy above the lowest of the compared OMol25 structures with the same formula, charge and spin is 7.0387 eV. The calculation puts the LUMO energy (alpha / beta) at 0.07 / 0.05 eV.

7.
DFT (the ωB97M-V functional and the def2-TZVPD basis) results for a cluster of 3 separate species, C4H14N2S in total at a distorted geometry.

XYZ file:
```
21
Properties=species:S:1:pos:R:3:nbo_charge:R:1
N 1.617 1.109 0.260 -0.846
C 0.830 2.033 -0.543 -0.232
C -0.503 1.430 -1.040 -0.236
N -1.299 2.430 -1.748 -0.846
H -0.628 1.099 1.617 0.181
H 0.944 0.572 0.835 0.355
H 2.027 0.342 -0.287 0.348
H 0.605 2.934 0.023 0.176
H 1.403 2.371 -1.418 0.201
H -0.280 0.595 -1.704 0.186
H -1.117 1.014 -0.218 0.183
H -2.076 2.039 -2.262 0.360
H -1.678 3.103 -1.102 0.349
C 0.759 -2.837 0.863 -0.629
C -0.735 -2.612 0.988 -0.478
S -1.082 -0.837 1.330 -0.164
H 1.048 -3.834 0.493 0.216
H 1.302 -2.804 1.827 0.217
H 1.243 -2.070 0.239 0.208
H -1.147 -3.220 1.795 0.222
H -1.235 -2.858 0.049 0.229
```

As for the HOMO-LUMO gap: 6.03 eV. As for the charge: 0. The multiplicity is 1. The calculation puts the highest occupied orbital energy at -0.3124 Ha. The molar mass is 122.24 g/mol. Its energy above the lowest of the compared OMol25 structures with the same formula, charge and spin is 4.8378 eV. The calculation puts the LUMO energy at -2.47 eV.

8.
DFT (the ωB97M-V functional and the def2-TZVPD basis) results for a cluster of 2 separate species, C2H9N3O in total at a distorted geometry.

XYZ file:
```
15
Properties=species:S:1:pos:R:3:nbo_charge:R:1
N 1.482 -2.071 -0.171 -0.897
C 0.218 -1.429 -0.519 -0.031
N 0.290 0.027 -0.944 -0.889
H 1.516 -3.146 -0.217 0.374
H 2.364 -1.665 -0.413 0.379
H -0.420 -1.950 -1.248 0.176
H -0.334 -1.337 0.424 0.170
H 0.935 0.753 -0.704 0.378
H 0.488 0.090 -1.960 0.351
C -0.394 1.776 0.955 0.531
N -1.784 1.626 0.944 -0.871
O 0.280 1.931 2.010 -0.582
H -0.047 2.144 0.018 0.114
H -2.319 2.130 1.592 0.397
H -2.275 1.121 0.233 0.400
```

As for the HOMO-LUMO gap: 10.00 eV. As for the charge: 0. The multiplicity is 1. The calculation puts the highest occupied orbital energy at -0.3309 Ha. The molar mass is 91.11 g/mol. Its energy above the lowest of the compared OMol25 structures with the same formula, charge and spin is 2.3593 eV. Its SMILES is NC=O.NCN. The calculation puts the LUMO energy at 1.00 eV.

9.
DFT (the ωB97M-V functional and the def2-TZVPD basis) results for a cluster of 2 separate species, C4H13NO2 in total at a distorted geometry.

XYZ file:
```
20
Properties=species:S:1:pos:R:3:nbo_charge:R:1
C 0.798 1.033 0.879 -0.066
O 0.483 0.717 2.223 -0.737
C -0.302 0.606 -0.080 -0.099
C 0.251 0.562 -1.497 -0.404
C -0.207 -0.625 -2.371 -0.600
N -1.523 1.458 -0.056 -0.823
H 0.917 2.120 0.908 0.173
H 1.828 0.740 0.612 0.163
H -0.072 -0.056 2.347 0.470
H -0.640 -0.382 0.242 0.191
H 0.078 1.484 -2.091 0.193
H 1.324 0.668 -1.555 0.202
H 0.306 -0.566 -3.332 0.207
H -1.292 -0.571 -2.422 0.214
H 0.118 -1.548 -1.885 0.206
H -1.387 2.122 -0.804 0.349
H -1.557 1.977 0.812 0.359
H 1.256 -2.898 0.589 0.471
H 0.236 -3.177 1.706 0.470
O 0.325 -3.118 0.735 -0.939
```

As for the HOMO-LUMO gap: 9.94 eV. As for the charge: 0. The multiplicity is 1. The calculation puts the highest occupied orbital energy at -0.3443 Ha. The molar mass is 107.15 g/mol. Its energy above the lowest of the compared OMol25 structures with the same formula, charge and spin is 1.0270 eV. Its SMILES is CC[C@H](N)CO.O. The calculation puts the LUMO energy at 0.57 eV.

charge of number 7 (C4H14N2S)?
0